DFT (ωB97M-V/def2-TZVPD) results for 4 unconnected molecules or ions with the total composition C32H26N4O12.

Geometry as XYZ:
```
74
Properties=species:S:1:pos:R:3:mulliken_charge:R:1
O 1.1373 0.5048 3.1377 -0.4335
N 0.7706 0.7268 2.0179 0.3503
O -0.1079 1.7776 2.1163 -0.2837
C -0.8337 1.8530 0.8393 -0.5996
C -2.1606 2.7573 0.9928 1.1822
C -3.4650 2.1831 0.4030 -0.7770
C -4.7768 3.0469 0.4999 0.4454
C -4.7489 4.4167 1.2149 0.2674
C -3.4445 4.9986 1.8072 -1.1706
C -2.1239 4.1544 1.6738 0.5713
C -0.8069 4.8288 2.2602 -0.7608
C 0.4589 4.8211 1.2830 -0.3173
C 0.1798 5.3034 -0.2094 0.4333
O 1.1563 5.2681 -1.0116 -0.5482
O -1.0446 5.8204 -0.7178 -0.4486
C -6.0878 5.2999 1.3593 0.3278
O -6.0440 6.5266 1.5971 -0.5411
C -7.4604 4.4684 1.1904 -0.4718
C -7.5084 3.2063 0.5238 -0.4102
C -6.1861 2.5662 -0.1193 0.2598
O -6.2617 1.7488 -1.0926 -0.5589
H -1.2048 0.7976 0.6137 0.4158
H -0.1604 2.2790 0.0081 0.2725
H -3.5171 1.1737 -0.1197 0.2559
H -3.4066 6.0184 2.3366 0.2462
H -0.5149 4.2048 3.1902 0.3016
H -1.0226 5.8812 2.6489 0.4042
H 1.2142 5.5766 1.7258 0.4263
H 1.0243 3.8276 1.2366 0.1230
H -1.5900 5.0168 -0.9334 0.3138
H -8.3905 4.9170 1.6640 0.3272
H -8.4898 2.6183 0.4412 0.3381
O 1.2833 -1.9471 1.1406 -0.5993
N 2.0884 -1.4433 0.3613 1.0114
O 1.8561 -0.4665 -0.3445 -0.5875
C 3.4155 -2.0543 0.2632 0.0606
C 3.7083 -3.1880 1.0195 -0.6105
C 4.9618 -3.7795 0.9055 -0.2039
C 5.9126 -3.2370 0.0457 -0.0805
C 5.6173 -2.0985 -0.6989 -0.6385
C 4.3651 -1.5021 -0.5933 -0.2924
H 2.9763 -3.6202 1.6927 0.4254
H 5.1959 -4.6632 1.4834 0.3102
H 6.8875 -3.7042 -0.0449 0.4030
H 6.3632 -1.6783 -1.3652 0.3656
H 4.1466 -0.6174 -1.1813 0.4469
O -2.8313 3.5647 -4.4285 -0.6094
N -3.7471 2.9143 -3.9454 0.9702
O -3.9015 2.7179 -2.7494 -0.5057
C -4.7268 2.3259 -4.8613 -0.0524
C -4.5724 2.4937 -6.2361 -0.3921
C -5.4938 1.9133 -7.1011 -0.4441
C -6.5602 1.1770 -6.5924 -0.3727
C -6.7143 1.0217 -5.2177 -0.5716
C -5.7961 1.5959 -4.3450 -0.0641
H -3.7464 3.0652 -6.6448 0.4314
H -5.3796 2.0322 -8.1735 0.3694
H -7.2745 0.7207 -7.2713 0.3714
H -7.5487 0.4492 -4.8268 0.4058
H -5.9255 1.4645 -3.2748 0.5165
O 6.1776 -6.3144 0.4970 -0.5632
N 7.0945 -6.2866 1.3071 1.0011
O 7.9640 -5.4274 1.3378 -0.5878
C 7.1568 -7.3570 2.3043 0.0743
C 6.2057 -8.3753 2.2800 -0.2310
C 6.2829 -9.4025 3.2141 -0.5082
C 7.2997 -9.4057 4.1644 -0.3835
C 8.2404 -8.3801 4.1897 -0.4807
C 8.1729 -7.3502 3.2578 -0.2829
H 5.4087 -8.3844 1.5447 0.4276
H 5.5515 -10.2037 3.1999 0.3667
H 7.3600 -10.2123 4.8886 0.3710
H 9.0290 -8.3862 4.9346 0.3650
H 8.9136 -6.5587 3.2861 0.4274
```

## Properties
**Charge**: 0
**Gap between HOMO and LUMO**: 7.71 eV
**Lowest unoccupied orbital energy**: -1.42 eV

---

DFT (ωB97M-V/def2-TZVPD) results for C3H3FN2 in the gas phase.

Geometry as XYZ:
```
9
Properties=species:S:1:pos:R:3:mulliken_charge:R:1
C 0.6440 -0.3524 0.1643 0.0129
C 0.5814 0.8244 -0.6815 -0.2747
C -0.3275 -0.8550 0.8293 -0.3040
N -0.5992 1.3264 -0.7422 0.4242
N -1.7267 1.3259 -0.6696 -0.5785
F -0.3017 -1.9968 1.5343 -0.2518
H 1.6620 -0.8846 -0.0472 0.2103
H 1.3737 1.1535 -1.1645 0.4421
H -1.3060 -0.5413 0.7771 0.3194
```

## Properties
**Charge**: 0
**Gap between HOMO and LUMO**: 8.60 eV
**Lowest unoccupied orbital energy**: 0.38 eV

---

DFT (ωB97M-V/def2-TZVPD) results for a molecular structure, C4H6P2.

Geometry as XYZ:
```
12
Properties=species:S:1:pos:R:3:mulliken_charge:R:1
C -1.3130 0.1208 0.2003 -0.4582
C -0.6403 -1.2311 0.3866 -0.2836
C 0.0120 0.5168 -0.4645 -0.0530
C 0.4786 -0.9018 -0.2880 -0.1055
P 2.2779 -0.9365 -0.0390 -0.1258
P 1.7563 1.1776 0.2236 -0.1162
H -2.3292 0.2757 -0.3647 0.2363
H -1.4657 0.7035 1.1231 0.2032
H -0.9180 -2.0745 1.0513 0.3479
H -0.0309 1.0246 -1.7896 0.2265
H 1.9406 -1.1137 1.2523 0.0602
H 2.1209 1.8385 -1.0136 0.0681
```

## Properties
**Charge**: 0
**Gap between HOMO and LUMO**: 9.04 eV
**Lowest unoccupied orbital energy**: 0.76 eV

---

DFT (ωB97M-V/def2-TZVPD) results for a molecular structure, C25H18N6O4S7Tm.

Geometry as XYZ:
```
61
Properties=species:S:1:pos:R:3:mulliken_charge:R:1
Tm -0.5105 0.2868 0.0037 0.0538
O 0.5042 -1.0640 4.2824 -0.7335
C 0.3822 0.0933 4.9391 0.5979
C 0.5477 -0.0056 6.3642 -0.6742
C 0.5290 1.1375 7.1648 -0.2771
C 0.1940 2.3686 6.6079 -0.7490
C 0.0381 2.4447 5.2330 -0.5207
C 0.1555 1.3355 4.3553 0.0085
C -0.0562 1.4765 2.9189 1.0872
O 0.0236 0.4335 2.2109 0.1480
N -0.3286 2.6782 2.4318 -1.1125
N -0.5354 2.5203 1.0966 0.5636
C -0.9988 3.4879 0.4802 -0.3038
C -1.5460 3.3537 -0.9051 0.7748
C -1.8378 4.5326 -1.6642 -0.8685
C -2.3154 4.4308 -2.9361 -0.3045
C -2.5050 3.1209 -3.4531 -0.7923
C -2.2692 2.0161 -2.6141 -0.3078
N -1.8088 2.1232 -1.3513 0.1105
H 0.3587 -0.8580 3.3308 0.3472
H 0.5812 -1.0091 6.7882 0.3923
H 0.6842 1.0233 8.2311 0.3612
H 0.2112 3.3292 7.1732 0.3043
H -0.1129 3.3957 4.8880 0.5356
H -1.0968 4.4975 0.9955 0.2257
H -1.5891 5.4632 -1.1650 0.3981
H -2.4788 5.3490 -3.5039 0.3899
H -2.8896 3.0500 -4.4495 0.4163
H -2.5497 1.0132 -2.9757 0.4266
S -3.8167 -4.3102 4.3542 -0.3414
C -3.1826 -3.4734 3.0868 0.1036
S -1.7553 -3.8856 2.2807 -0.1009
C -1.7433 -2.5486 1.1637 0.0623
C -2.8189 -1.7001 1.2242 0.3939
S -3.1034 -0.2468 0.3080 -0.5457
S -3.9622 -2.1175 2.3775 -0.1522
S -0.2935 -2.4329 0.2156 -0.4559
N 1.2017 -5.3144 -5.4699 -0.5598
C 1.1330 -4.0620 -4.8995 0.8016
C 0.0912 -3.6677 -4.0424 -0.8898
C 0.1039 -2.3803 -3.4823 -0.0574
C 1.0489 -1.4265 -3.8390 -0.0519
C 1.9995 -1.7411 -4.7534 -0.4826
C 2.0718 -3.0473 -5.3308 -0.7902
S 1.0440 0.2218 -3.1313 1.4318
O 0.7278 1.1237 -4.2018 -0.7843
O -0.0039 0.1634 -2.1203 -0.0781
N 2.4347 0.6117 -2.5201 -0.8445
C 2.7672 0.3771 -1.2449 0.7286
S 4.4297 0.0192 -0.9415 -0.2345
C 4.1178 -0.1045 0.7638 -0.3624
C 2.7899 0.0026 0.9860 -0.6327
N 1.9911 0.3128 -0.1532 -0.0303
H 0.5687 -6.0481 -5.1243 0.2299
H 2.1069 -5.6837 -5.7041 0.2279
H -0.7710 -4.2129 -3.7153 0.3437
H -0.6898 -2.0675 -2.7907 0.3601
H 2.6803 -0.9131 -5.1144 0.3078
H 2.8568 -3.2637 -6.0789 0.2700
H 4.9165 -0.3598 1.4634 0.4079
H 2.2784 0.1511 1.9562 0.2279
```

## Properties
**Charge**: -1
**Gap between HOMO and LUMO (spin up / spin down)**: 5.61 / 5.61 eV
**Lowest unoccupied orbital energy (spin up / spin down)**: 1.62 / 1.62 eV
**2S+1**: 3

---

Computed values of energy (unit: hartree) for the preceding records, in sequence: -2356.320610, -325.373330, -838.545342, -5465.755460.
Computed values of largest force on an atom (unit: eV/A) for the preceding records, in sequence: 5.2, 5.5, 5.6, 4.0.